# 1
Entry from OMol25: a molecular structure, C44H50ClN2O3Se4TeTl (ωB97M-V/def2-TZVPD).

```
106
Properties=species:S:1:pos:R:3:lowdin_charge:R:1
Tl -2.7815 0.3855 0.1765 0.428
Cl -5.5033 7.9698 0.8864 0.555
C -4.9866 6.2885 0.9453 -0.693
C -5.4813 5.4528 1.9630 -0.135
C -5.0877 4.1525 2.0329 -0.005
C -4.1459 3.5595 1.1021 -0.369
O -3.7763 2.3799 1.2938 -0.136
C -3.7091 4.4403 0.0362 -0.116
C -2.8796 4.0646 -1.0755 -0.107
N -2.4114 2.9090 -1.3953 0.018
C -1.8108 2.8277 -2.6615 -0.272
C -2.3053 3.4559 -3.7827 -0.042
C -1.6259 3.4090 -5.0169 -0.089
C -0.4421 2.7423 -5.1346 -0.062
C 0.0789 2.0423 -4.0194 -0.161
C 1.3150 1.3520 -4.0690 -0.035
C 1.7633 0.6986 -2.9653 -0.063
C 0.9424 0.6790 -1.8131 -0.120
N -0.2089 1.2918 -1.7378 0.141
C -0.6311 2.0259 -2.8021 -0.158
C -4.1294 5.7870 0.0121 -0.101
H -6.1799 5.8563 2.6869 0.092
H -5.4585 3.4956 2.8096 0.112
H -2.6341 4.9140 -1.7272 0.117
H -3.2495 3.9805 -3.7187 0.111
H -2.0548 3.9178 -5.8721 0.095
H 0.1044 2.7224 -6.0706 0.099
H 1.8835 1.3577 -4.9930 0.107
H 2.7017 0.1602 -2.9505 0.098
H 1.2575 0.1172 -0.9439 0.118
H -3.7640 6.4320 -0.7802 0.100
C 3.5600 -2.0355 4.3125 -0.070
C 3.5677 -0.5489 3.9591 -0.560
C 4.7321 -0.2930 2.9914 -0.054
C 3.8113 0.2417 5.2527 -0.059
C 2.2591 -0.1066 3.3080 -0.193
C 1.2285 -0.9729 2.9981 -0.079
C 0.0611 -0.5345 2.3809 -0.401
Se -1.3600 -1.7588 2.0184 1.080
C -0.6217 -2.7674 0.5681 -0.394
C 0.5050 -3.5608 0.7415 -0.081
C 1.0974 -4.2176 -0.3239 -0.199
C 0.4825 -4.0671 -1.5770 -0.004
C -0.6441 -3.3038 -1.8031 -0.083
C -1.2458 -2.5890 -0.6996 -0.412
O -2.2586 -1.8291 -0.8740 -0.268
C -1.2712 -3.1771 -3.1926 -0.529
C -1.2357 -1.7180 -3.6731 -0.043
C -0.5370 -4.0188 -4.2402 -0.086
C -2.7279 -3.6617 -3.1385 -0.046
C 2.3682 -5.0546 -0.1977 -0.563
C 2.1228 -6.4829 -0.7056 -0.061
C 2.8556 -5.1440 1.2473 -0.074
C 3.4866 -4.4159 -1.0360 -0.056
C -0.1494 0.8280 2.0568 -0.371
O -1.2367 1.3002 1.5253 -0.220
C 0.9108 1.7378 2.4007 -0.079
C 2.0556 1.2431 2.9947 0.001
C 0.7478 3.2318 2.1080 -0.528
C 1.9339 4.0653 2.6039 -0.085
C -0.5162 3.7669 2.7988 -0.033
C 0.6371 3.4475 0.5943 -0.045
H 4.5079 -2.3066 4.7861 0.078
H 3.4401 -2.6590 3.4248 0.064
H 2.7518 -2.2794 5.0052 0.088
H 5.6873 -0.5815 3.4433 0.075
H 4.7888 0.7621 2.7178 0.075
H 4.5956 -0.8671 2.0725 0.085
H 4.7422 -0.0809 5.7307 0.074
H 2.9892 0.0884 5.9548 0.088
H 3.8861 1.3127 5.0598 0.071
H 1.3024 -2.0220 3.2525 0.081
H 0.9186 -3.6528 1.7376 0.079
H 0.9307 -4.5770 -2.4212 0.084
H -0.2009 -1.3756 -3.7734 0.076
H -1.7680 -1.0623 -2.9882 0.034
H -1.7119 -1.6457 -4.6572 0.084
H 0.5062 -3.7113 -4.3539 0.077
H -1.0291 -3.8865 -5.2077 0.076
H -0.5576 -5.0851 -3.9985 0.078
H -3.2934 -3.1024 -2.3948 0.044
H -2.7659 -4.7260 -2.8866 0.084
H -3.2005 -3.5248 -4.1171 0.079
H 1.3291 -6.9622 -0.1289 0.086
H 3.0320 -7.0869 -0.6152 0.073
H 1.8190 -6.4857 -1.7533 0.071
H 2.0986 -5.5843 1.8998 0.087
H 3.1077 -4.1581 1.6428 0.065
H 3.7538 -5.7660 1.2988 0.078
H 3.1951 -4.3450 -2.0855 0.073
H 4.4093 -5.0035 -0.9762 0.074
H 3.6960 -3.4046 -0.6799 0.084
H 2.8467 1.9403 3.2365 0.085
H 2.0667 3.9905 3.6866 0.079
H 1.7480 5.1152 2.3635 0.077
H 2.8711 3.7750 2.1216 0.076
H -0.4311 3.6541 3.8837 0.086
H -1.4053 3.2368 2.4606 0.071
H -0.6345 4.8325 2.5765 0.082
H 1.5361 3.0828 0.0871 0.084
H 0.5268 4.5155 0.3751 0.084
H -0.2248 2.9160 0.2057 0.048
Se -4.6483 -0.9299 1.6487 -0.022
Se -6.5879 -0.3757 0.4807 -0.237
Te -5.8825 -1.1039 -1.8203 0.268
Se -4.1497 0.6577 -2.1096 0.017
```

For the orbital gap, the calculation gives 0.22021 Ha. For the LUMO energy, the calculation gives 3.858 eV. The charge is -2. The HOMO energy comes out at -2.134 eV.



# 2
Entry from OMol25: a molecular structure, C30H51GeN3PtS2Si3 (ωB97M-V/def2-TZVPD).

```
91
Properties=species:S:1:pos:R:3:lowdin_charge:R:1
Pt 0.0547 -0.1010 0.0189 0.604
C -6.3817 4.3007 -0.4487 -0.060
C -5.3458 3.2166 -0.1372 -0.549
C -5.9177 1.8749 -0.6209 -0.038
C -5.1533 3.1748 1.3863 -0.037
C -3.9901 3.4527 -0.7917 -0.155
C -3.7196 4.6026 -1.5452 -0.006
C -2.4885 4.8231 -2.1341 -0.064
C -1.4953 3.8765 -1.9649 -0.448
S 0.1410 3.8743 -2.5594 1.144
C 0.4078 2.3528 -1.7351 -0.533
N -0.6377 1.8955 -1.1007 0.013
C -1.7271 2.7153 -1.2031 -0.304
C -2.9797 2.5133 -0.6265 0.020
C 1.6897 1.6857 -1.7217 -0.277
C 2.7929 2.2162 -2.3985 -0.045
C 4.0137 1.5796 -2.3271 -0.063
C 4.1487 0.4115 -1.5919 -0.063
C 3.0543 -0.1199 -0.9238 -0.132
C 1.8071 0.4940 -0.9763 -0.218
H -7.3232 4.0352 0.0275 0.088
H -6.5653 4.3820 -1.5159 0.088
H -6.0785 5.2673 -0.0573 0.088
H -6.9088 1.7266 -0.1970 0.089
H -5.2954 1.0341 -0.3226 0.069
H -6.0087 1.8707 -1.7059 0.092
H -6.1191 3.0748 1.8777 0.092
H -4.6841 4.0927 1.7364 0.094
H -4.5312 2.3343 1.6813 0.046
H -4.4792 5.3557 -1.6794 0.108
H -2.2970 5.7184 -2.7066 0.116
H -3.1270 1.6112 -0.0513 0.107
H 2.6865 3.1298 -2.9673 0.094
H 4.8620 2.0028 -2.8393 0.112
H 5.1130 -0.0767 -1.5419 0.113
H 3.1893 -1.0288 -0.3510 0.095
C -3.6855 -0.3791 2.5863 -0.224
Si -2.1760 -1.2129 3.4074 0.409
C -2.0978 -3.0475 2.8799 -0.219
C -2.2903 -1.0543 5.3079 -0.192
Ge -0.1781 -0.1228 2.3764 0.537
Si 1.9578 -1.1615 3.1955 0.409
C 1.8752 -1.3939 5.0926 -0.205
C 1.9804 -2.8705 2.3340 -0.226
C 3.5470 -0.1658 2.8086 -0.207
Si 0.0071 2.2614 3.1985 0.428
C 0.2165 2.2894 5.0967 -0.193
C 1.5323 2.9701 2.2916 -0.208
C -1.5790 3.2029 2.6973 -0.213
H -4.6119 -0.8838 2.8430 0.035
H -3.5807 -0.4052 1.5045 0.006
H -3.7809 0.6583 2.8938 0.002
H -3.0493 -3.5430 3.0496 0.030
H -1.3415 -3.5980 3.4314 0.020
H -1.8673 -3.1326 1.8208 -0.027
H -3.1723 -1.5785 5.6616 0.034
H -2.3756 -0.0219 5.6300 0.015
H -1.4312 -1.4874 5.8087 0.014
H 1.0053 -1.9639 5.3995 0.011
H 1.8497 -0.4466 5.6199 0.009
H 2.7557 -1.9300 5.4317 0.032
H 1.2445 -3.5351 2.7775 0.017
H 2.9491 -3.3557 2.4129 0.026
H 1.7346 -2.7681 1.2797 -0.014
H 3.7405 0.5768 3.5785 0.023
H 3.4939 0.3449 1.8513 -0.003
H 4.4102 -0.8262 2.7849 0.030
H 1.1438 1.8224 5.4099 0.011
H -0.5932 1.7753 5.6037 0.013
H 0.2293 3.3146 5.4536 0.033
H 2.4580 2.5846 2.7056 0.011
H 1.5650 4.0538 2.3668 0.030
H 1.5128 2.7033 1.2368 0.000
H -2.4454 2.8585 3.2535 0.017
H -1.7969 3.0873 1.6395 -0.004
H -1.4691 4.2657 2.8977 0.034
C 1.4612 -2.9442 -2.4430 -0.032
N 0.4540 -2.0450 -2.9213 -0.142
C 0.5872 -1.3748 -4.2001 -0.088
C -0.7847 -0.7069 -4.3850 -0.106
N -1.3402 -0.7849 -3.0486 0.040
C -0.6227 -1.6091 -2.2588 -0.811
S -1.1517 -2.1563 -0.7434 0.635
H 1.5324 -3.8058 -3.1116 0.106
H 1.1881 -3.2845 -1.4452 0.062
H 2.4322 -2.4451 -2.4047 0.089
H 0.8187 -2.0963 -4.9862 0.135
H 1.3947 -0.6348 -4.1487 0.130
H -1.4111 -1.2530 -5.1010 0.130
H -0.7020 0.3328 -4.7040 0.124
H -2.2847 -0.5161 -2.8298 0.145
```

Its multiplicity is 2. For the orbital gap (spin up / spin down), the calculation gives 0.20187 / 0.21051 Ha. For the LUMO energy (spin up / spin down), the calculation gives -4.532 / -4.452 eV. The charge is +1. The HOMO energy (spin up / spin down) comes out at -10.025 / -10.180 eV.



# 3
Entry from OMol25: 2 unconnected molecules or ions with the total composition C6H14O (ωB97M-V/def2-TZVPD).

```
21
Properties=species:S:1:pos:R:3:nbo_charge:R:1
C 3.6269 -1.1348 0.1320 -0.627
C 2.3073 -0.8964 0.8053 -0.268
C 1.1821 -0.6483 0.1410 0.126
O -0.0194 -0.5069 0.7654 -0.517
C -1.0094 0.1658 0.0077 -0.052
C -2.3199 0.1196 0.7727 -0.413
C -3.4446 0.8152 0.0087 -0.608
H 3.5499 -1.0087 -0.9541 0.207
H 4.3939 -0.4410 0.4973 0.211
H 3.9966 -2.1500 0.3234 0.211
H 2.2632 -0.9487 1.8917 0.206
H 1.1562 -0.5738 -0.9495 0.162
H -1.1218 -0.3191 -0.9763 0.164
H -0.7052 1.2107 -0.1666 0.165
H -2.1701 0.5948 1.7499 0.207
H -2.5753 -0.9304 0.9616 0.207
H -3.6179 0.3406 -0.9649 0.203
H -3.2106 1.8717 -0.1707 0.203
H -4.3829 0.7738 0.5706 0.216
H 1.3757 1.7519 -2.3826 0.005
H 0.7252 1.9143 -2.0625 -0.006
```

For the orbital gap, the calculation gives 0.35329 Ha. For the LUMO energy, the calculation gives 1.185 eV. The HOMO energy comes out at -8.428 eV. The SMILES is C/C=C/OCCC.[H][H].



# 4
Entry from OMol25: a single C4H7ClS molecule (ωB97M-V/def2-TZVPD).

```
13
Properties=species:S:1:pos:R:3:nbo_charge:R:1
C -1.9467 -0.1791 -0.1869 -0.615
C -0.4415 0.3491 0.0516 -0.205
Cl -0.2198 2.1066 -0.0723 -0.046
C 0.7742 -0.4584 -0.3419 -0.503
C 1.9872 0.0641 0.4623 -0.273
S 3.2549 0.7717 -0.2474 0.105
H -1.9783 -1.2883 -0.0455 0.217
H -2.7076 0.2209 0.4757 0.229
H -2.3061 0.0481 -1.2684 0.222
H -0.1149 0.2526 1.1206 0.203
H 1.1623 -0.2495 -1.3973 0.228
H 0.5854 -1.5409 -0.1468 0.241
H 1.9510 -0.0969 1.5964 0.198
```

For the orbital gap, the calculation gives 0.31442 Ha. For the LUMO energy, the calculation gives -0.329 eV. The HOMO energy comes out at -8.885 eV. The SMILES is C[C@H](Cl)CC=S.



no.,molar mass (g mol⁻¹),electronic energy (eV)
1,1338.17,-341461.919
2,869.84,-141471.738
3,102.18,-8494.818
4,122.62,-27617.566